Entry 1:
Formula: C4H5F2NS
Source: the Open Molecules 2025 dataset
Level of theory: wB97M-V/def2-TZVPD

Structure (XYZ):
```
13
Properties=species:S:1:pos:R:3:mulliken_charge:R:1
C 4.587 -0.241 0.560 -0.1418
C 0.813 0.201 -0.681 0.3486
C -1.097 -0.700 0.592 -0.9907
C 0.335 -0.243 0.511 -0.1735
N 3.466 0.431 0.396 -0.0742
F 4.758 -0.340 1.861 -0.1442
F 0.154 0.620 -1.833 -0.2474
S 2.625 0.694 -1.051 -0.0412
H -1.260 -1.781 0.398 0.2756
H -1.617 -0.078 -0.068 0.3057
H -1.327 -0.425 1.654 0.2656
H 1.087 -0.515 1.295 0.2896
H 2.925 0.722 1.231 0.3280
```

Results
frontier orbital gap: 9.76 eV
total charge: 0
relative energy (zero: lowest compared OMol25 entry of this formula, charge and spin): 301.8 kJ/mol
highest occupied orbital energy: -0.33666 Eh
LUMO energy: 0.022 Eh

=====

Entry 2:
Formula: C39H83N3O21
Source: the Open Molecules 2025 dataset
Level of theory: wB97M-V/def2-TZVPD

Structure (XYZ):
```
146
Properties=species:S:1:pos:R:3:mulliken_charge:R:1
C -2.358 -0.028 7.998 -0.9133
O -1.527 0.312 6.875 -0.3540
C -0.953 -0.836 6.347 -0.4758
C -1.861 -1.846 5.604 -0.3889
O -1.279 -3.145 5.462 -0.3037
C -0.184 -3.392 4.520 -0.2488
C 0.243 -4.831 4.571 -0.7826
O -0.570 -5.774 3.877 -0.4047
C -1.817 -6.082 4.619 -0.5922
H -1.986 -0.814 8.656 0.4041
H -3.417 -0.138 7.768 0.3106
H -2.439 0.853 8.634 0.2777
H -0.376 -1.404 7.077 0.3765
H -0.297 -0.438 5.572 0.2847
H -2.135 -1.425 4.637 0.3082
H -2.767 -1.858 6.211 0.2851
H 0.731 -2.910 4.866 0.3125
H -0.502 -3.003 3.552 0.3833
H 0.307 -5.027 5.642 0.3681
H 1.258 -4.934 4.189 0.3897
H -1.572 -6.237 5.670 0.2784
H -2.215 -6.982 4.151 0.2540
H -2.601 -5.338 4.484 0.2255
C 4.700 10.859 -0.189 -0.7450
O 4.342 9.565 -0.559 -0.2657
C 3.915 9.620 -1.952 -0.5516
C 3.223 8.299 -2.490 -0.7546
O 4.151 7.222 -2.783 -0.3073
C 4.503 6.421 -1.637 -0.3630
C 5.514 5.350 -2.176 -0.6109
O 4.676 4.287 -2.671 -0.3259
C 4.141 4.549 -3.955 -0.6098
H 3.983 11.674 -0.294 0.2971
H 5.554 11.191 -0.780 0.3203
H 4.950 10.707 0.860 0.2377
H 4.765 9.895 -2.576 0.3765
H 3.136 10.365 -2.114 0.4056
H 2.647 8.579 -3.372 0.4153
H 2.475 8.029 -1.744 0.3722
H 3.701 6.003 -1.029 0.3440
H 5.096 6.966 -0.903 0.3711
H 5.970 4.852 -1.320 0.2988
H 6.206 5.689 -2.947 0.3271
H 3.519 3.694 -4.222 0.2564
H 5.027 4.686 -4.575 0.2747
H 3.552 5.438 -4.180 0.2329
C -4.862 2.876 4.255 -0.8293
O -5.914 1.932 3.985 -0.2046
C -7.161 2.290 4.499 -0.4498
C -8.195 1.413 3.837 -0.6929
O -8.002 -0.014 3.950 -0.1825
C -9.098 -0.750 3.399 -0.4556
C -8.923 -2.146 4.091 -0.6612
O -9.180 -2.101 5.468 -0.3923
C -8.097 -1.769 6.266 -0.6195
H -3.860 2.449 4.206 0.2555
H -4.933 3.122 5.315 0.3183
H -4.958 3.806 3.695 0.3007
H -7.574 3.272 4.271 0.3369
H -7.174 2.119 5.575 0.3477
H -8.006 1.566 2.775 0.2786
H -9.190 1.756 4.122 0.4044
H -9.004 -0.812 2.314 0.3447
H -10.057 -0.339 3.714 0.3285
H -8.084 -2.719 3.696 0.3647
H -9.660 -2.866 3.735 0.4228
H -7.118 -2.067 5.892 0.3227
H -8.312 -2.167 7.258 0.2986
H -8.063 -0.698 6.468 0.1639
C -0.632 -2.758 -6.784 -0.7813
O -0.132 -3.528 -7.844 -0.3561
C -0.951 -4.638 -8.117 -0.6946
C -0.694 -5.847 -7.121 -0.2883
O 0.762 -6.045 -7.006 -0.2987
C 1.273 -7.192 -6.199 -0.5781
C 0.805 -8.569 -6.720 -0.4154
O 1.529 -9.071 -7.800 -0.2960
C 1.170 -10.170 -8.514 -0.7330
H -0.107 -3.016 -5.864 0.2807
H -1.663 -2.932 -6.475 0.3564
H -0.423 -1.705 -6.972 0.2609
H -0.652 -5.023 -9.092 0.3303
H -1.969 -4.375 -8.404 0.4410
H -1.271 -6.739 -7.366 0.3084
H -0.924 -5.523 -6.106 0.2958
H 0.910 -7.139 -5.172 0.3668
H 2.361 -7.160 -6.237 0.2844
H -0.272 -8.615 -6.883 0.3360
H 1.023 -9.134 -5.814 0.3332
H 0.132 -10.195 -8.846 0.3102
H 1.251 -11.037 -7.859 0.2953
H 1.782 -10.138 -9.415 0.2427
C -5.040 -0.795 -0.471 -0.6436
O -5.410 -1.445 -1.691 -0.3308
C -5.699 -0.779 -2.757 0.9037
O -5.882 0.451 -2.774 -0.6275
O -5.656 -1.527 -3.875 -0.3250
C -5.763 -0.981 -5.103 -0.7034
H -5.029 -1.537 0.327 0.2313
H -5.593 0.119 -0.255 0.3192
H -4.010 -0.452 -0.568 0.2963
H -6.796 -1.008 -5.450 0.3005
H -5.378 -1.635 -5.886 0.2548
H -5.418 0.052 -5.153 0.3197
C 6.803 -2.253 3.528 -0.6725
O 7.141 -0.967 3.990 -0.2655
C 6.363 -0.082 4.334 0.8083
O 5.149 -0.029 4.240 -0.6325
O 7.117 0.896 4.816 -0.3182
C 6.712 2.115 5.360 -0.6785
H 7.587 -2.937 3.853 0.2810
H 6.628 -2.252 2.452 0.2838
H 5.954 -2.796 3.943 0.3238
H 6.751 1.993 6.443 0.2780
H 5.774 2.564 5.033 0.3170
H 7.481 2.879 5.243 0.2712
C 8.000 0.712 -7.176 -0.6329
O 6.821 0.137 -6.570 -0.2963
C 6.850 -0.382 -5.290 0.7463
O 7.838 -0.319 -4.539 -0.5508
O 5.598 -1.086 -4.939 -0.2640
C 5.267 -1.451 -3.663 -0.6000
H 8.870 0.553 -6.540 0.3267
H 7.977 1.793 -7.310 0.2589
H 8.099 0.348 -8.199 0.2373
H 6.181 -1.765 -3.159 0.3164
H 4.646 -2.338 -3.784 0.2224
H 4.760 -0.647 -3.128 0.2365
C 1.849 3.828 7.344 -0.6773
C 1.566 4.006 5.897 0.2792
N 1.366 4.156 4.772 -0.3856
H 2.826 4.310 7.382 0.2712
H 1.940 2.769 7.585 0.2394
H 1.136 4.309 8.014 0.2831
C 1.225 0.775 0.852 -0.6784
C 0.568 -0.051 -0.112 0.3194
N 0.017 -0.747 -0.839 -0.4044
H 1.653 0.188 1.664 0.2980
H 0.534 1.472 1.326 0.2650
H 1.892 1.395 0.254 0.2024
C -1.937 3.531 -3.583 -0.6464
C -1.428 4.043 -2.316 0.3673
N -0.937 4.409 -1.284 -0.4318
H -2.540 2.629 -3.479 0.1937
H -1.143 3.286 -4.289 0.2531
H -2.595 4.282 -4.019 0.2693
```

Results
frontier orbital gap: 9.25 eV
total charge: 0
structure (SMILES): COC(=O)OC.COC(=O)OC.COC(=O)OC.COCCOCCOC.COCCOCCOC.COCCOCCOC.COCCOCCOC.CC#N.CC#N.CC#N
relative energy (zero: lowest compared OMol25 entry of this formula, charge and spin): 184.4 kJ/mol
highest occupied orbital energy: -0.32765 Eh
LUMO energy: 0.012 Eh

=====

Entry 3:
Formula: C41H41AlOP2SSi
Source: the Open Molecules 2025 dataset
Level of theory: wB97M-V/def2-TZVPD

Structure (XYZ):
```
88
Properties=species:S:1:pos:R:3:mulliken_charge:R:1
Al 0.270 -0.149 0.804 -0.6100
C -0.223 -3.587 2.259 -1.0570
Si -0.563 -2.444 0.797 0.9813
C 0.278 -3.199 -0.737 0.5600
C 0.150 -4.564 -1.000 -0.7047
C 0.911 -5.188 -1.977 -0.8596
C 1.828 -4.453 -2.716 -0.8989
C 1.938 -3.088 -2.517 -0.3325
C 1.174 -2.460 -1.532 -0.5749
P 1.178 -0.649 -1.428 2.4633
C 2.818 -0.024 -0.935 0.3531
C 2.806 1.309 -0.497 -0.4932
C 3.973 1.923 -0.072 -0.9200
C 5.153 1.190 -0.034 -0.7478
C 5.160 -0.145 -0.416 -0.7326
C 4.000 -0.754 -0.877 -0.8791
C 0.946 -0.143 -3.157 0.6340
C -0.023 -0.826 -3.893 -0.4750
C -0.261 -0.477 -5.210 -0.7094
C 0.446 0.567 -5.789 -0.7216
C 1.397 1.257 -5.052 -0.6815
C 1.651 0.909 -3.734 -0.7151
C -2.431 -2.155 0.580 0.2241
C -3.316 -3.218 0.776 -0.7197
C -4.690 -3.032 0.750 -0.7967
C -5.213 -1.767 0.521 -0.9613
C -4.361 -0.699 0.300 -0.1751
C -2.977 -0.884 0.336 -0.5223
P -1.932 0.574 0.009 2.8083
C -2.770 1.351 -1.407 0.5550
C -3.105 0.506 -2.465 -0.3955
C -3.730 1.017 -3.588 -0.7696
C -4.012 2.374 -3.669 -0.7153
C -3.676 3.213 -2.618 -0.7348
C -3.050 2.711 -1.487 -0.5836
C -2.123 1.670 1.459 0.6213
C -2.763 1.262 2.628 -0.5674
C -2.775 2.093 3.740 -0.7945
C -2.148 3.331 3.695 -0.8213
C -1.478 3.729 2.545 -1.1523
C -1.444 2.895 1.439 -0.5382
H -0.637 -4.581 2.079 0.3592
H 0.852 -3.700 2.407 0.3812
H -0.662 -3.201 3.180 0.3646
H -0.557 -5.158 -0.430 0.3480
H 0.792 -6.247 -2.161 0.4478
H 2.443 -4.942 -3.460 0.4552
H 2.608 -2.507 -3.140 0.5341
H 1.871 1.870 -0.543 0.6460
H 3.971 2.966 0.217 0.4885
H 6.072 1.666 0.284 0.4476
H 6.078 -0.715 -0.360 0.4774
H 4.019 -1.791 -1.189 0.4874
H -0.563 -1.649 -3.439 0.4382
H -0.992 -1.027 -5.789 0.4862
H 0.265 0.835 -6.822 0.4429
H 1.952 2.063 -5.511 0.4611
H 2.407 1.443 -3.172 0.3883
H -2.922 -4.211 0.964 0.3294
H -5.351 -3.872 0.917 0.4550
H -6.284 -1.613 0.513 0.4644
H -4.767 0.285 0.097 0.5301
H -2.905 -0.555 -2.384 0.4049
H -4.004 0.350 -4.395 0.4694
H -4.505 2.771 -4.546 0.4309
H -3.909 4.269 -2.671 0.4722
H -2.816 3.377 -0.668 0.4439
H -3.263 0.302 2.659 0.4004
H -3.293 1.777 4.636 0.4782
H -2.188 3.988 4.554 0.4244
H -0.988 4.694 2.506 0.6119
H -0.914 3.202 0.542 0.6081
C 4.311 -0.409 4.185 -1.4248
C 3.481 0.527 3.314 0.9332
S 1.718 0.324 3.721 0.0234
O 1.055 0.219 2.296 0.3007
C 1.175 1.968 4.262 -0.1027
C 1.648 3.136 3.416 -1.1243
H 5.352 -0.359 3.869 0.4226
H 3.979 -1.443 4.094 0.3561
H 4.270 -0.125 5.236 0.4107
H 3.551 0.278 2.255 -0.7117
H 3.775 1.563 3.458 0.3255
H 1.515 2.034 5.299 0.5961
H 0.086 1.889 4.257 -0.0263
H 2.702 3.354 3.568 0.4482
H 1.088 4.023 3.709 0.4027
H 1.462 2.957 2.356 0.1534
```

Results
frontier orbital gap: 7.32 eV
total charge: +2
relative energy (zero: lowest compared OMol25 entry of this formula, charge and spin): 76.0 kJ/mol
highest occupied orbital energy: -0.48057 Eh
LUMO energy: -0.212 Eh